[1]
Density functional theory data (ωB97M-V with the def2-TZVPD basis set) for 12 unconnected molecules or ions with the total composition C15H55N23O12 in a non-equilibrium geometry.

```
105
C15H55N23O12 ωB97M-V with the def2-TZVPD basis set
C -0.026 2.146 -0.637
C 0.346 0.798 -1.172
C 0.296 -0.218 0.028
O 0.673 -1.560 -0.238
C 0.261 -2.456 0.816
N -0.673 0.378 -2.139
H 0.163 2.990 -1.297
H 0.386 2.421 0.336
H -1.093 2.215 -0.401
H 1.317 0.872 -1.665
H -0.745 -0.275 0.355
H 0.968 0.173 0.798
H 0.772 -2.210 1.748
H 0.710 -3.431 0.622
H -0.810 -2.634 0.916
H -1.575 0.431 -1.680
H -0.583 -0.576 -2.469
C -0.454 2.691 -5.058
O -0.595 3.588 -5.906
N -0.083 1.421 -5.351
N -0.398 2.860 -3.737
H -0.029 0.928 -4.479
H 0.137 0.929 -6.198
H -0.231 3.830 -3.513
H -0.402 2.072 -3.105
C -3.399 0.495 0.898
O -2.637 0.553 1.849
N -3.883 -0.662 0.370
N -3.940 1.540 0.241
H -3.737 -1.510 0.896
H -4.518 -0.583 -0.401
H -4.816 1.509 -0.249
H -3.739 2.449 0.636
C 4.318 1.728 -0.334
O 4.830 0.629 -0.115
N 3.829 2.016 -1.577
N 3.899 2.595 0.561
H 3.899 1.381 -2.351
H 3.421 2.935 -1.608
H 4.397 2.589 1.438
H 3.252 3.313 0.267
C 1.575 5.480 1.051
O 1.876 4.989 -0.038
N 1.730 4.896 2.238
N 0.984 6.697 1.104
H 2.207 4.014 2.313
H 1.267 5.250 3.059
H 1.067 7.252 1.939
H 0.431 7.024 0.334
C -2.827 5.070 -0.195
O -3.626 4.505 0.543
N -3.226 5.762 -1.272
N -1.480 5.031 0.023
H -2.510 6.110 -1.888
H -4.184 6.008 -1.440
H -1.162 4.438 0.773
H -0.876 5.422 -0.677
C 0.814 -5.907 3.064
O 0.009 -6.432 3.834
N 1.996 -5.420 3.473
N 0.615 -5.835 1.756
H 2.215 -5.497 4.451
H 2.367 -4.661 2.916
H 1.365 -5.791 1.083
H -0.134 -6.431 1.431
C -3.965 -5.127 2.449
O -4.544 -5.501 3.458
N -2.631 -5.001 2.237
N -4.545 -4.944 1.217
H -1.990 -5.165 3.000
H -2.214 -4.788 1.347
H -4.098 -4.569 0.396
H -5.552 -4.981 1.194
C 2.800 -2.733 -2.799
O 3.251 -3.257 -3.813
N 2.363 -1.497 -2.735
N 2.557 -3.406 -1.681
H 1.931 -1.192 -1.878
H 2.819 -0.870 -3.379
H 2.241 -2.927 -0.848
H 2.444 -4.394 -1.836
C -1.827 -3.748 -1.708
O -2.556 -3.945 -0.733
N -2.033 -2.840 -2.698
N -0.647 -4.309 -1.834
H -2.822 -2.218 -2.636
H -1.847 -3.313 -3.572
H -0.267 -4.842 -1.069
H 0.029 -3.837 -2.413
C -1.308 3.777 3.320
O -0.374 4.449 3.783
N -0.952 2.663 2.661
N -2.639 3.944 3.352
H 0.042 2.526 2.597
H -1.608 1.897 2.502
H -3.046 4.596 3.999
H -3.197 3.345 2.772
C 3.935 -2.706 1.215
O 3.267 -3.682 1.525
N 5.287 -2.725 0.932
N 3.494 -1.438 1.061
H 5.873 -1.947 0.687
H 5.638 -3.631 1.203
H 4.179 -0.736 0.811
H 2.511 -1.263 0.942
```

The energy above the lowest of the compared OMol25 structures with the same formula, charge and spin is 47.0 kcal/mol. Its structure (SMILES) is COC[C@H](C)N.NC(N)=O.NC(N)=O.NC(N)=O.NC(N)=O.NC(N)=O.NC(N)=O.NC(N)=O.NC(N)=O.NC(N)=O.NC(N)=O.NC(N)=O. The HOMO energy comes out at -9.249 eV.

Atom charges from the Löwdin analysis, given in e for atoms 1 to 99: atom 1 (C): -0.0808, atom 2 (C): -0.3863, atom 3 (C): -0.1656, atom 4 (O): -0.2580, atom 5 (C): -0.0778, atom 6 (N): 0.0441, atom 7 (H): 0.0571, atom 8 (H): 0.0595, atom 9 (H): 0.0732, atom 10 (H): 0.1145, atom 11 (H): 0.1109, atom 12 (H): 0.1225, atom 13 (H): 0.0986, atom 14 (H): 0.0461, atom 15 (H): 0.0870, atom 16 (H): 0.0788, atom 17 (H): 0.0626, atom 18 (C): -0.6948, atom 19 (O): -0.0026, atom 20 (N): 0.1521, atom 21 (N): 0.1390, atom 22 (H): 0.0543, atom 23 (H): 0.1076, atom 24 (H): 0.1075, atom 25 (H): 0.0287, atom 26 (C): -0.6818, atom 27 (O): 0.0184, atom 28 (N): 0.1701, atom 29 (N): 0.1729, atom 30 (H): 0.1088, atom 31 (H): 0.0970, atom 32 (H): 0.1099, atom 33 (H): 0.0575, atom 34 (C): -0.6704, atom 35 (O): -0.0119, atom 36 (N): 0.1705, atom 37 (N): 0.1835, atom 38 (H): 0.1025, atom 39 (H): 0.0967, atom 40 (H): 0.1248, atom 41 (H): 0.0612, atom 42 (C): -0.7025, atom 43 (O): -0.0193, atom 44 (N): 0.1815, atom 45 (N): 0.1595, atom 46 (H): 0.0976, atom 47 (H): 0.0787, atom 48 (H): 0.1078, atom 49 (H): 0.0941, atom 50 (C): -0.6643, atom 51 (O): -0.0071, atom 52 (N): 0.1708, atom 53 (N): 0.1890, atom 54 (H): 0.1010, atom 55 (H): 0.1151, atom 56 (H): 0.0780, atom 57 (H): 0.0862, atom 58 (C): -0.7224, atom 59 (O): 0.0160, atom 60 (N): 0.1684, atom 61 (N): 0.1538, atom 62 (H): 0.1110, atom 63 (H): 0.0486, atom 64 (H): 0.0992, atom 65 (H): 0.1100, atom 66 (C): -0.6799, atom 67 (O): 0.0323, atom 68 (N): 0.1525, atom 69 (N): 0.1282, atom 70 (H): 0.0833, atom 71 (H): 0.0493, atom 72 (H): 0.0394, atom 73 (H): 0.0947, atom 74 (C): -0.7483, atom 75 (O): 0.0229, atom 76 (N): 0.1854, atom 77 (N): 0.1791, atom 78 (H): 0.0585, atom 79 (H): 0.1141, atom 80 (H): 0.0562, atom 81 (H): 0.1166, atom 82 (C): -0.6822, atom 83 (O): 0.0033, atom 84 (N): 0.1587, atom 85 (N): 0.1878, atom 86 (H): 0.1043, atom 87 (H): 0.1141, atom 88 (H): 0.1037, atom 89 (H): 0.1004, atom 90 (C): -0.6796, atom 91 (O): -0.0284, atom 92 (N): 0.1608, atom 93 (N): 0.1887, atom 94 (H): 0.0943, atom 95 (H): 0.0563, atom 96 (H): 0.1182, atom 97 (H): 0.0840, atom 98 (C): -0.6566, atom 99 (O): -0.0042


[2]
Density functional theory data (ωB97M-V with the def2-TZVPD basis set) for 13 unconnected molecules or ions with the total composition C15H56N10O13 in a non-equilibrium geometry.

```
94
C15H56N10O13 ωB97M-V with the def2-TZVPD basis set
C 9.133 -8.965 2.750
C 9.671 -9.327 1.292
O 8.598 -9.539 0.428
H 9.950 -8.718 3.406
H 8.706 -9.752 3.314
H 8.308 -8.216 2.917
H 10.466 -10.107 1.239
H 10.095 -8.444 0.945
H 8.712 -8.965 -0.337
C 13.563 -8.295 5.171
C 13.451 -9.593 4.511
O 12.205 -9.661 3.819
H 14.613 -8.185 5.540
H 12.968 -8.270 6.097
H 13.296 -7.421 4.608
H 13.629 -10.358 5.219
H 14.202 -9.728 3.664
H 11.531 -9.926 4.479
C 10.057 -12.763 2.427
O 10.443 -12.056 3.574
N 9.313 -12.306 1.462
N 10.329 -14.045 2.240
H 8.845 -11.394 1.472
H 9.226 -12.768 0.549
H 10.774 -14.527 3.050
H 10.049 -14.593 1.496
C 13.717 -10.367 0.293
O 14.640 -10.931 -0.604
N 12.918 -11.095 1.022
N 13.486 -9.073 0.276
H 12.985 -12.135 1.015
H 12.269 -10.699 1.672
H 14.131 -8.494 -0.313
H 12.722 -8.688 0.881
C 11.798 -6.385 2.597
O 11.385 -6.232 3.907
N 11.855 -5.446 1.745
N 12.337 -7.517 2.183
H 11.452 -4.571 1.970
H 12.155 -5.599 0.846
H 12.231 -8.289 2.815
H 13.305 -7.443 1.795
C 9.336 -9.027 5.880
O 10.457 -9.853 6.024
N 8.040 -9.398 5.922
N 9.375 -7.750 5.744
H 7.929 -10.415 5.734
H 7.207 -8.805 5.466
H 10.251 -7.307 5.461
H 8.532 -7.154 5.803
C 5.729 -7.078 4.843
O 5.091 -6.692 6.009
N 5.858 -8.362 4.661
N 6.271 -6.255 3.945
H 5.320 -9.003 5.275
H 6.160 -8.636 3.711
H 6.151 -5.262 4.260
H 6.956 -6.392 3.166
C 7.300 -12.118 -1.108
O 7.551 -13.501 -0.726
H 6.773 -11.572 -0.371
H 6.774 -12.088 -2.060
H 8.198 -11.541 -1.360
H 8.315 -13.811 -1.298
C 8.263 -12.616 5.998
O 7.718 -12.051 4.858
H 9.066 -12.024 6.293
H 8.687 -13.608 5.822
H 7.566 -12.737 6.845
H 8.455 -12.097 4.242
C 7.983 -6.062 0.694
O 8.883 -5.662 1.717
H 6.944 -5.671 0.698
H 7.994 -7.181 0.616
H 8.394 -5.781 -0.250
H 9.680 -6.136 1.509
C 5.523 -10.249 2.181
O 6.246 -9.097 1.888
H 4.566 -9.912 2.639
H 6.093 -10.755 2.949
H 5.385 -10.941 1.326
H 7.018 -9.357 1.288
C 11.192 -10.356 -1.812
O 11.690 -9.060 -1.737
H 11.817 -10.939 -2.463
H 10.185 -10.520 -2.082
H 11.287 -10.852 -0.884
H 12.358 -9.030 -0.955
C 8.000 -8.147 -2.479
O 8.987 -7.701 -1.544
H 7.817 -7.572 -3.411
H 7.021 -8.298 -2.022
H 8.197 -9.220 -2.817
H 9.778 -7.367 -1.935
```

The energy above the lowest of the compared OMol25 structures with the same formula, charge and spin is 164.5 kcal/mol. The HOMO energy comes out at -8.911 eV.

The molecule's Löwdin atomic charges, reported in e, are given here: atom 1 (C): -0.0285, atom 2 (C): -0.2600, atom 3 (O): -0.1253, atom 4 (H): 0.0409, atom 5 (H): 0.0392, atom 6 (H): 0.0759, atom 7 (H): 0.0911, atom 8 (H): 0.0671, atom 9 (H): 0.0353, atom 10 (C): -0.0995, atom 11 (C): -0.2996, atom 12 (O): -0.1613, atom 13 (H): 0.0934, atom 14 (H): 0.0891, atom 15 (H): 0.0408, atom 16 (H): 0.1085, atom 17 (H): 0.1290, atom 18 (H): 0.0435, atom 19 (C): -0.5653, atom 20 (O): -0.1015, atom 21 (N): 0.1909, atom 22 (N): 0.1700, atom 23 (H): 0.0911, atom 24 (H): 0.1021, atom 25 (H): 0.1480, atom 26 (H): 0.0793, atom 27 (C): -0.6000, atom 28 (O): -0.1379, atom 29 (N): 0.1903, atom 30 (N): 0.1084, atom 31 (H): 0.1572, atom 32 (H): 0.0633, atom 33 (H): 0.1722, atom 34 (H): 0.0778, atom 35 (C): -0.5995, atom 36 (O): -0.0807, atom 37 (N): 0.2106, atom 38 (N): 0.1266, atom 39 (H): 0.1319, atom 40 (H): 0.1013, atom 41 (H): 0.0407, atom 42 (H): 0.1422, atom 43 (C): -0.5836, atom 44 (O): -0.1274, atom 45 (N): 0.1360, atom 46 (N): 0.1726, atom 47 (H): 0.0595, atom 48 (H): 0.0865, atom 49 (H): 0.0935, atom 50 (H): 0.1353, atom 51 (C): -0.6139, atom 52 (O): -0.1276, atom 53 (N): 0.1169, atom 54 (N): 0.1756, atom 55 (H): 0.1670, atom 56 (H): 0.0768, atom 57 (H): 0.1424, atom 58 (H): 0.1012, atom 59 (C): -0.1362, atom 60 (O): -0.1414, atom 61 (H): 0.0460, atom 62 (H): 0.0817, atom 63 (H): 0.0536, atom 64 (H): 0.1092, atom 65 (C): -0.1798, atom 66 (O): -0.1439, atom 67 (H): 0.0417, atom 68 (H): 0.0845, atom 69 (H): 0.0989, atom 70 (H): 0.0331, atom 71 (C): -0.1490, atom 72 (O): -0.1119, atom 73 (H): 0.1038, atom 74 (H): 0.0644, atom 75 (H): 0.0552, atom 76 (H): 0.0230, atom 77 (C): -0.1610, atom 78 (O): -0.1874, atom 79 (H): 0.0985, atom 80 (H): 0.0657, atom 81 (H): 0.0835, atom 82 (H): 0.0684, atom 83 (C): -0.1791, atom 84 (O): -0.1362, atom 85 (H): 0.0865, atom 86 (H): 0.0427, atom 87 (H): 0.0420, atom 88 (H): 0.0428, atom 89 (C): -0.1144, atom 90 (O): -0.1428, atom 91 (H): 0.0939, atom 92 (H): 0.0832, atom 93 (H): 0.0887, atom 94 (H): 0.0828


[3]
Density functional theory data (ωB97M-V with the def2-TZVPD basis set) for 13 unconnected molecules or ions with the total composition C15H56N14O17 in a non-equilibrium geometry.

```
102
C15H56N14O17 ωB97M-V with the def2-TZVPD basis set
C 1.510 -2.655 0.659
C 1.836 -3.657 -0.412
O 3.211 -4.045 -0.327
O 2.236 -1.424 0.619
H 1.704 -3.117 1.633
H 0.433 -2.442 0.661
H 1.590 -3.242 -1.400
H 1.296 -4.599 -0.328
H 3.724 -3.623 -1.024
H 2.373 -1.164 1.545
C -1.835 -2.005 -4.452
C -3.011 -1.485 -3.627
O -4.305 -1.864 -4.133
O -1.729 -3.424 -4.458
H -0.981 -1.588 -3.913
H -1.877 -1.618 -5.472
H -2.924 -0.401 -3.656
H -2.963 -1.913 -2.622
H -4.341 -2.823 -4.071
H -2.599 -3.807 -4.326
C 4.687 -0.561 -1.480
C 4.414 0.915 -1.373
O 3.709 1.210 -0.158
O 3.565 -1.327 -1.950
H 5.076 -0.946 -0.526
H 5.488 -0.860 -2.166
H 3.920 1.255 -2.289
H 5.375 1.434 -1.301
H 2.783 1.008 -0.337
H 2.912 -1.367 -1.235
C -1.502 4.125 2.236
C -1.348 4.387 3.713
O -0.151 3.776 4.188
O -1.928 2.799 1.959
H -0.521 4.318 1.781
H -2.117 4.893 1.747
H -2.202 3.974 4.264
H -1.316 5.464 3.918
H -0.155 3.824 5.149
H -2.842 2.802 2.274
C -0.904 0.311 -0.181
O -1.580 -0.085 0.777
N -0.764 -0.407 -1.338
N -0.181 1.472 -0.172
H 0.145 -0.311 -1.760
H -1.270 -1.264 -1.467
H 0.287 1.740 -1.028
H -0.283 2.114 0.590
C 2.023 0.661 3.487
O 2.615 -0.368 3.172
N 1.115 1.264 2.673
N 2.204 1.289 4.690
H 0.917 0.809 1.799
H 0.847 2.219 2.840
H 1.484 1.931 4.970
H 2.733 0.817 5.399
C -1.628 -4.602 -1.499
O -1.381 -3.422 -1.266
N -2.560 -5.306 -0.795
N -0.945 -5.304 -2.454
H -2.954 -4.997 0.071
H -2.750 -6.272 -0.997
H -0.508 -4.722 -3.150
H -1.132 -6.265 -2.668
C -1.234 -0.057 5.165
O -1.437 0.044 6.372
N -2.123 0.452 4.244
N -0.243 -0.831 4.635
H -2.082 0.279 3.254
H -2.891 0.921 4.689
H 0.009 -0.821 3.664
H 0.460 -1.086 5.307
C -1.363 -4.672 2.407
O -0.183 -4.966 2.453
N -1.865 -3.493 1.888
N -2.291 -5.326 3.195
H -1.333 -2.964 1.217
H -2.865 -3.541 1.801
H -3.284 -5.182 3.163
H -2.003 -6.141 3.704
C 3.009 4.776 -1.960
O 3.671 4.514 -2.955
N 2.134 5.849 -1.896
N 3.032 4.044 -0.808
H 1.627 6.000 -1.038
H 2.085 6.554 -2.603
H 3.594 3.221 -0.666
H 2.344 4.300 -0.121
C -0.139 1.381 -4.393
O 0.506 1.207 -3.365
N -0.903 2.500 -4.616
N 0.045 0.577 -5.491
H -1.416 2.584 -5.473
H -1.039 3.172 -3.888
H 0.658 -0.193 -5.300
H -0.526 0.742 -6.295
O -4.145 2.424 0.010
H -3.352 1.973 0.336
H -3.875 3.336 -0.127
O 0.454 5.631 0.510
H 0.585 6.145 1.314
H -0.346 5.116 0.667
```

The HOMO energy comes out at -9.316 eV.

Atom charges from the Löwdin analysis, given in e for atoms 1 to 99: atom 1 (C): -0.2255, atom 2 (C): -0.2360, atom 3 (O): -0.0608, atom 4 (O): -0.0913, atom 5 (H): 0.1258, atom 6 (H): 0.0814, atom 7 (H): 0.1138, atom 8 (H): 0.1141, atom 9 (H): 0.0683, atom 10 (H): 0.0369, atom 11 (C): -0.2347, atom 12 (C): -0.2266, atom 13 (O): -0.0594, atom 14 (O): -0.0721, atom 15 (H): 0.0983, atom 16 (H): 0.1109, atom 17 (H): 0.1202, atom 18 (H): 0.1036, atom 19 (H): 0.0667, atom 20 (H): 0.0737, atom 21 (C): -0.2346, atom 22 (C): -0.2296, atom 23 (O): -0.0872, atom 24 (O): -0.0884, atom 25 (H): 0.1264, atom 26 (H): 0.1194, atom 27 (H): 0.1261, atom 28 (H): 0.1256, atom 29 (H): 0.0611, atom 30 (H): 0.0290, atom 31 (C): -0.2482, atom 32 (C): -0.2142, atom 33 (O): -0.0678, atom 34 (O): -0.0745, atom 35 (H): 0.0789, atom 36 (H): 0.1357, atom 37 (H): 0.1285, atom 38 (H): 0.1252, atom 39 (H): 0.0975, atom 40 (H): 0.0940, atom 41 (C): -0.6440, atom 42 (O): -0.0020, atom 43 (N): 0.1883, atom 44 (N): 0.1753, atom 45 (H): 0.0790, atom 46 (H): 0.0511, atom 47 (H): 0.0828, atom 48 (H): 0.0604, atom 49 (C): -0.6643, atom 50 (O): 0.0285, atom 51 (N): 0.1925, atom 52 (N): 0.1736, atom 53 (H): 0.0682, atom 54 (H): 0.0734, atom 55 (H): 0.0775, atom 56 (H): 0.1083, atom 57 (C): -0.6446, atom 58 (O): -0.0018, atom 59 (N): 0.1712, atom 60 (N): 0.1675, atom 61 (H): 0.0747, atom 62 (H): 0.0970, atom 63 (H): 0.0917, atom 64 (H): 0.0997, atom 65 (C): -0.6780, atom 66 (O): -0.0024, atom 67 (N): 0.1592, atom 68 (N): 0.1697, atom 69 (H): 0.0683, atom 70 (H): 0.0929, atom 71 (H): 0.0763, atom 72 (H): 0.1063, atom 73 (C): -0.6659, atom 74 (O): 0.0421, atom 75 (N): 0.1630, atom 76 (N): 0.1361, atom 77 (H): 0.0558, atom 78 (H): 0.0852, atom 79 (H): 0.0835, atom 80 (H): 0.0967, atom 81 (C): -0.6639, atom 82 (O): 0.0107, atom 83 (N): 0.1371, atom 84 (N): 0.1688, atom 85 (H): 0.0346, atom 86 (H): 0.0921, atom 87 (H): 0.0637, atom 88 (H): 0.0641, atom 89 (C): -0.6473, atom 90 (O): 0.0038, atom 91 (N): 0.1625, atom 92 (N): 0.1594, atom 93 (H): 0.0912, atom 94 (H): 0.1011, atom 95 (H): 0.1108, atom 96 (H): 0.0960, atom 97 (O): -0.0513, atom 98 (H): 0.0048, atom 99 (H): 0.0264


| no. | electronic energy (Ha) | Kohn-Sham gap (Eh) |
| --- | --- | --- |
| 1 | -2767.225114 | 0.3354 |
| 2 | -2130.631084 | 0.3206 |
| 3 | -2651.015974 | 0.3353 |